# 1
# C26H36N3O

A cluster of 2 separate species, C26H36N3O in total (ωB97M-V/def2-TZVPD, the OMol25 dataset).

The geometry in XYZ format:
```
66
Properties=species:S:1:pos:R:3:nbo_charge:R:1
C -0.99 -2.42 -0.30 -0.629
C -1.14 -1.73 -1.61 -0.392
C -2.29 -1.08 -1.98 0.095
N -3.07 -1.35 -3.05 -0.381
C -4.11 -0.36 -3.35 -0.238
C -4.95 -0.72 -4.56 -0.083
O -4.11 -1.26 -5.60 -0.513
C -3.61 -2.53 -5.16 -0.084
C -2.60 -2.34 -4.03 -0.242
H -0.90 -3.51 -0.41 0.227
H -0.08 -2.08 0.22 0.183
H -1.85 -2.20 0.34 0.215
H -0.34 -1.87 -2.34 0.190
H -2.71 -0.30 -1.32 0.172
H -4.76 -0.24 -2.46 0.211
H -3.61 0.61 -3.54 0.188
H -5.73 -1.44 -4.26 0.173
H -5.39 0.19 -4.99 0.213
H -4.44 -3.19 -4.81 0.174
H -3.12 -2.95 -6.04 0.213
H -1.64 -2.01 -4.47 0.190
H -2.43 -3.31 -3.53 0.224
C 7.16 -2.06 -0.90 -0.399
N 5.88 -2.75 -1.00 -0.498
C 5.92 -4.12 -0.54 -0.395
C 4.68 -2.03 -0.93 0.278
C 3.80 -1.99 -2.05 -0.237
C 2.60 -1.32 -1.97 -0.106
C 2.19 -0.66 -0.77 -0.198
C 0.93 0.00 -0.69 0.083
C 0.47 0.61 0.49 -0.323
C -0.50 1.59 0.52 0.043
C -0.83 2.35 1.69 -0.157
C -1.96 3.22 1.69 -0.119
C -2.34 3.91 2.81 -0.231
C -1.62 3.76 4.03 0.251
N -2.06 4.42 5.19 -0.512
C -2.79 3.69 6.21 -0.393
C -1.42 5.63 5.67 -0.395
C -0.46 2.96 4.04 -0.179
C -0.08 2.26 2.90 -0.155
C 3.10 -0.69 0.33 -0.067
C 4.32 -1.33 0.24 -0.257
H 7.12 -1.12 -1.45 0.210
H 7.43 -1.85 0.15 0.173
H 7.92 -2.71 -1.34 0.214
H 4.98 -4.62 -0.79 0.209
H 6.75 -4.63 -1.06 0.210
H 6.10 -4.19 0.54 0.176
H 4.12 -2.50 -2.96 0.244
H 1.94 -1.28 -2.84 0.224
H 0.39 0.18 -1.62 0.243
H 0.86 0.25 1.45 0.217
H -1.04 1.82 -0.40 0.218
H -2.51 3.33 0.76 0.219
H -3.20 4.59 2.80 0.243
H -3.40 2.91 5.74 0.207
H -2.11 3.23 6.94 0.174
H -3.45 4.40 6.73 0.208
H -1.06 6.23 4.83 0.209
H -2.16 6.20 6.24 0.208
H -0.57 5.40 6.34 0.174
H 0.13 2.88 4.96 0.226
H 0.81 1.64 2.93 0.213
H 2.83 -0.18 1.26 0.208
H 5.01 -1.35 1.10 0.233
```

Summary:
LUMO = -0.1862 Ha
spin multiplicity = 1
highest occupied orbital energy = -9.6 eV
net charge = +1



# 2
# C18H13BF9IrN2O6S

A structure of composition C18H13BF9IrN2O6S (ωB97M-V/def2-TZVPD, the OMol25 dataset).

The geometry in XYZ format:
```
51
Properties=species:S:1:pos:R:3:nbo_charge:R:1
Ir -1.15 -0.22 -0.14 1.179
F 4.18 2.69 2.85 -0.273
C 3.45 2.05 1.96 0.302
C 3.24 0.69 2.08 0.254
F 3.79 0.02 3.10 -0.280
C 2.48 0.03 1.14 0.401
F 2.30 -1.29 1.29 -0.316
C 1.89 0.69 0.06 -0.345
S 0.91 -0.16 -1.13 0.064
C 2.11 2.06 -0.03 0.344
F 1.56 2.77 -1.02 -0.289
C 2.88 2.74 0.90 0.259
F 3.08 4.05 0.78 -0.278
O -0.62 1.04 1.30 -0.556
C -0.76 2.28 1.18 0.417
C -1.22 3.02 0.07 -0.331
C -1.24 4.43 0.24 -0.076
C -1.67 5.23 -0.77 -0.053
C -2.09 4.69 -2.01 -0.138
C -2.08 3.34 -2.21 -0.231
C -1.64 2.45 -1.18 0.455
O -1.65 1.20 -1.45 -0.614
N -1.69 6.68 -0.58 0.536
O -2.01 7.36 -1.53 -0.374
O -1.27 7.11 0.48 -0.382
H -0.46 2.85 2.06 0.177
H -0.93 4.87 1.17 0.250
H -2.42 5.36 -2.79 0.256
H -2.39 2.90 -3.14 0.238
O -2.22 -3.25 2.07 -0.585
C -1.38 -2.86 1.30 0.778
O -0.88 -1.65 1.29 -0.789
C -0.83 -3.85 0.26 -0.182
N 0.50 -3.36 -0.27 -0.574
C 1.59 -4.27 0.25 -0.221
C 0.92 -5.06 1.36 -0.423
C -0.51 -5.22 0.85 -0.413
H -1.54 -3.89 -0.56 0.279
H 0.64 -2.40 0.05 0.484
H 0.47 -3.30 -1.29 0.472
H 2.43 -3.65 0.57 0.232
H 1.91 -4.91 -0.57 0.214
H 0.93 -4.49 2.29 0.222
H 1.42 -6.01 1.54 0.235
H -1.24 -5.47 1.62 0.265
H -0.55 -5.98 0.07 0.214
F -0.25 -2.47 -2.76 -0.564
B -1.64 -2.30 -2.80 1.374
F -1.98 -1.59 -1.47 -0.551
F -2.05 -1.48 -3.80 -0.521
F -2.29 -3.50 -2.70 -0.540
```

Summary:
LUMO = -0.0588 Ha
spin multiplicity = 1
highest occupied orbital energy = -8.9 eV



# 3
# C8H10N2O5V

A structure of composition C8H10N2O5V (ωB97M-V/def2-TZVPD, the OMol25 dataset).

The geometry in XYZ format:
```
26
Properties=species:S:1:pos:R:3:nbo_charge:R:1
V -0.11 -0.32 -2.53 0.721
O 2.79 0.69 0.32 -0.730
C 2.10 1.54 1.21 0.084
N 1.86 0.84 2.44 -0.616
C 0.74 0.17 2.81 0.666
O 0.59 -0.28 3.93 -0.591
C -0.32 -0.01 1.76 -0.174
C -1.66 0.17 2.10 -0.106
C -2.62 0.03 1.12 -0.254
C -2.22 -0.28 -0.17 0.074
N -0.94 -0.49 -0.49 -0.522
C -0.01 -0.38 0.46 0.069
H 2.90 1.13 -0.53 0.495
H 1.14 1.85 0.78 0.180
H 2.68 2.44 1.42 0.176
H 2.59 0.86 3.14 0.413
H -1.91 0.41 3.12 0.243
H -3.67 0.18 1.33 0.232
H -2.93 -0.34 -0.98 0.203
H 1.02 -0.55 0.16 0.251
O 1.74 -1.28 -4.83 -0.523
C 1.00 -0.98 -3.99 0.360
O -1.52 -1.93 -3.17 -0.932
H -2.10 -2.50 -2.66 0.500
H -1.58 -2.17 -4.11 0.518
O 0.45 1.20 -2.64 -0.736
```

Summary:
LUMO (spin up / spin down) = -0.0083 / -0.0085 Ha
spin multiplicity = 2
⟨S²⟩ = 0.97
highest occupied orbital energy (spin up / spin down) = -6.6 / -5.5 eV



# 4
# C3H12N4O

A cluster of 2 separate species, C3H12N4O in total (ωB97M-V/def2-TZVPD, the OMol25 dataset).

The geometry in XYZ format:
```
20
Properties=species:S:1:pos:R:3:nbo_charge:R:1
C 0.78 -1.99 1.25 -0.496
N 0.93 -0.67 1.77 -0.048
N 0.14 0.83 0.11 -0.454
N 1.11 1.60 -0.55 -0.654
O 2.24 -0.33 1.53 -0.571
H 2.30 0.60 1.81 0.478
H -0.27 1.36 0.87 0.354
H 1.62 1.00 -1.19 0.356
H 0.73 2.40 -1.06 0.328
H 0.77 -2.03 0.08 0.179
H 1.57 -2.63 1.65 0.204
H -0.20 -2.35 1.55 0.222
C -1.56 0.78 -1.67 -0.613
C -0.86 -0.05 -0.57 0.031
N -1.72 -0.63 0.33 -0.427
H -2.12 0.08 0.95 0.301
H -0.22 -0.92 -1.06 0.168
H -2.30 0.17 -2.18 0.223
H -2.10 1.62 -1.22 0.204
H -0.83 1.18 -2.39 0.214
```

Summary:
LUMO (spin up / spin down) = 0.0345 / -0.0264 Ha
spin multiplicity = 1
highest occupied orbital energy (spin up / spin down) = -8.1 / -7.3 eV



# 5
# C19H15BCl2CoN8O2

A structure of composition C19H15BCl2CoN8O2 (ωB97M-V/def2-TZVPD, the OMol25 dataset).

The geometry in XYZ format:
```
48
Properties=species:S:1:pos:R:3:nbo_charge:R:1
Co 0.00 -0.01 0.18 1.240
C -0.60 3.99 -0.20 -0.314
C -0.88 2.67 -0.53 0.016
N -0.05 1.86 0.14 -0.298
N 0.75 2.62 0.91 -0.312
C 0.43 3.91 0.73 0.061
B 1.74 1.84 1.82 0.924
N 0.82 0.89 2.66 -0.307
C 0.62 0.75 3.98 0.078
C -0.34 -0.22 4.19 -0.313
C -0.70 -0.66 2.92 -0.006
N 0.01 0.02 2.02 -0.223
N 2.53 0.89 0.87 -0.318
C 3.84 0.71 0.67 0.076
C 4.01 -0.31 -0.24 -0.313
C 2.73 -0.74 -0.56 0.012
N 1.85 0.01 0.12 -0.299
N 2.67 2.64 2.65 -0.426
C 3.21 3.89 2.55 -0.030
C 4.19 4.00 3.49 -0.318
C 4.21 2.75 4.13 -0.016
N 3.31 1.93 3.64 -0.301
H -1.07 4.88 -0.56 0.269
H -1.62 2.28 -1.20 0.240
H 0.91 4.69 1.28 0.248
H 1.19 1.34 4.68 0.275
H -0.72 -0.58 5.13 0.268
H -1.41 -1.41 2.62 0.218
H 4.56 1.31 1.21 0.260
H 4.94 -0.70 -0.62 0.268
H 2.41 -1.53 -1.21 0.239
H 2.90 4.60 1.80 0.218
H 4.82 4.86 3.68 0.255
H 4.85 2.42 4.94 0.232
Cl -5.74 -4.31 -0.40 0.226
C -4.63 -3.05 -0.28 0.009
C -5.07 -1.73 -0.23 -0.212
C -4.15 -0.71 -0.14 -0.057
Cl -4.65 0.90 -0.08 0.190
C -2.72 -0.98 -0.09 0.539
O -1.92 -0.02 -0.01 -0.607
C -2.31 -2.36 -0.15 -0.301
C -0.91 -2.72 -0.14 0.486
O 0.03 -1.92 -0.02 -0.566
C -3.24 -3.36 -0.25 -0.055
H -6.12 -1.51 -0.27 0.283
H -0.66 -3.78 -0.24 0.200
H -2.94 -4.40 -0.31 0.264
```

Summary:
LUMO (spin up / spin down) = -0.2914 / -0.3622 Ha
spin multiplicity = 2
⟨S²⟩ = 0.78
highest occupied orbital energy (spin up / spin down) = -14.1 / -14.1 eV
net charge = +2



# 6
# C3H10N2S

A cluster of 2 separate species, C3H10N2S in total (ωB97M-V/def2-TZVPD, the OMol25 dataset).

The geometry in XYZ format:
```
16
Properties=species:S:1:pos:R:3:nbo_charge:R:1
C 3.71 -0.75 0.07 -0.619
C 2.26 -0.74 -0.39 -0.532
S 1.08 -0.36 0.91 -0.727
H 3.83 -1.23 1.04 0.210
H 3.99 0.30 0.25 0.193
H 4.47 -1.10 -0.64 0.191
H 2.08 -1.70 -0.91 0.173
H 2.11 -0.17 -1.32 0.179
N -3.97 0.53 -0.38 -0.745
C -2.98 1.16 0.24 0.376
N -1.85 0.61 0.52 -0.669
H -3.87 -0.45 -0.58 0.412
H -4.82 0.98 -0.67 0.424
H -3.23 2.17 0.54 0.213
H -1.08 1.14 0.92 0.475
H -1.73 -0.39 0.41 0.446
```

Summary:
LUMO = -0.0154 Ha
spin multiplicity = 1
highest occupied orbital energy = -5.7 eV



Across the entries above, strongest force on any atom takes the values 1.3; 1.0; 1.2; 3.5; 0.2; 2.3 eV/Å, respectively.
Across the entries above, energy relative to the best compared isomer or geometry (same formula, charge and spin) takes the values 110.49; 0.00; 13.16; 170.58; 0.00; 47.39 kcal per mole, respectively.